[1]
Molecular formula: C20H21Cl2N3O2
Method: DFT, ωB97M-V/def2-TZVPD

The geometry in XYZ format:
```
48
Properties=species:S:1:pos:R:3:nbo_charge:R:1
C 1.1035 0.3122 2.0746 -0.610
C 1.3976 -1.1743 1.9129 -0.409
C 0.1134 -2.0099 1.8591 -0.034
C 0.4096 -3.5062 1.9066 -0.619
N -0.6691 -1.6695 0.6741 -0.632
C -0.3426 -1.9982 -0.5889 0.670
O 0.5848 -2.6973 -0.9210 -0.609
C -1.3311 -1.4411 -1.6427 -0.306
N -1.6388 -0.0518 -1.4598 -0.372
C -0.9804 1.0214 -1.9989 0.362
C 0.0985 0.8804 -3.0222 -0.119
O 1.2058 0.1230 -2.5814 -0.494
C 2.0540 0.6723 -1.6726 0.335
C 1.8973 1.9192 -1.0792 -0.305
C 2.8352 2.3932 -0.1763 -0.208
C 3.9314 1.6153 0.1483 -0.058
Cl 5.0946 2.1963 1.2856 0.007
C 4.1071 0.3639 -0.4229 -0.237
C 3.1742 -0.0999 -1.3311 -0.096
Cl 3.3729 -1.6438 -2.0595 0.052
N -1.4197 2.1695 -1.5678 -0.458
C -2.4333 1.8786 -0.6936 0.078
C -3.2527 2.7201 0.0507 -0.182
C -4.2100 2.1355 0.8515 -0.230
C -4.3663 0.7489 0.9159 -0.204
C -3.5625 -0.1055 0.1886 -0.292
C -2.5877 0.4745 -0.6126 0.158
H 0.5090 0.4895 2.9693 0.199
H 2.0301 0.8720 2.1620 0.218
H 0.5597 0.7008 1.2158 0.203
H 2.0007 -1.5187 2.7539 0.205
H 1.9652 -1.3450 0.9976 0.218
H -0.5173 -1.7452 2.7166 0.194
H 0.9062 -3.7518 2.8412 0.208
H -0.5148 -4.0757 1.8412 0.207
H 1.0509 -3.7870 1.0773 0.242
H -1.4238 -1.0165 0.8167 0.410
H -0.8736 -1.5966 -2.6215 0.244
H -2.2566 -2.0237 -1.5872 0.226
H 0.4006 1.8829 -3.3452 0.217
H -0.2832 0.3310 -3.8902 0.216
H 1.0374 2.5298 -1.3042 0.249
H 2.7030 3.3630 0.2754 0.231
H 4.9596 -0.2448 -0.1704 0.244
H -3.1353 3.7895 -0.0105 0.225
H -4.8636 2.7598 1.4417 0.217
H -5.1373 0.3357 1.5486 0.217
H -3.7027 -1.1763 0.2350 0.222
```

Output
LUMO level	0.65	eV
HOMO	-8.60	eV
structure (SMILES)	CC[C@H](C)NC(=O)Cn1c(COc2ccc(Cl)cc2Cl)nc2ccccc21
frontier orbital gap	9.25	eV
energy relative to the best compared isomer or geometry (same formula, charge and spin)	1.33	kcal/mol



[2]
Molecular formula: C2H4N3OP
Method: DFT, ωB97M-V/def2-TZVPD

The geometry in XYZ format:
```
11
Properties=species:S:1:pos:R:3:nbo_charge:R:1
C -1.1315 -0.3242 -0.6349 -0.220
C -0.0326 0.4394 -0.5500 0.181
N -1.5412 -0.2728 -1.9258 -0.218
N 0.2935 0.9928 -1.6620 -0.316
N -0.6145 0.4905 -2.4636 -0.157
O 0.7777 -0.3894 3.0643 -1.011
P 1.8735 0.1574 1.9685 0.727
H -1.7925 -0.6303 0.0710 0.216
H -0.7848 0.7360 -3.4404 0.405
H 0.7400 -0.1216 3.9828 0.512
H 2.2124 -1.0777 1.5902 -0.117
```

Output
LUMO level (spin up / spin down)	-0.63 / -0.69	eV
HOMO (spin up / spin down)	-9.59 / -8.25	eV
frontier orbital gap (spin up / spin down)	8.96 / 7.57	eV
energy relative to the best compared isomer or geometry (same formula, charge and spin)	95.88	kcal/mol



[3]
Molecular formula: C4H12S
Method: DFT, ωB97M-V/def2-TZVPD

The geometry in XYZ format:
```
17
Properties=species:S:1:pos:R:3:nbo_charge:R:1
C 0.3454 -2.1808 -2.5298 -0.631
C 0.2047 -1.9454 -1.0132 -0.514
S -0.9763 -3.0954 -0.2231 -0.054
H 1.3516 -2.5270 -2.7624 0.212
H 0.0423 -1.2720 -3.0464 0.215
H -0.2930 -2.9862 -2.8887 0.222
H 1.1670 -1.9771 -0.5081 0.219
H -0.2125 -0.9811 -0.7281 0.219
H -0.1770 -4.0991 0.0449 0.112
C -0.8638 2.5344 1.9734 -0.610
C 0.5871 2.6280 1.4688 -0.606
H -1.5242 2.8120 1.1439 0.195
H -0.9416 3.3457 2.7044 0.198
H -1.3436 1.6528 2.3933 0.210
H 0.6941 3.6487 1.1028 0.205
H 1.2133 2.3820 2.3217 0.208
H 0.7263 2.0605 0.5465 0.200
```

Output
LUMO level	0.89	eV
HOMO	-9.00	eV
structure (SMILES)	CCS.CC
frontier orbital gap	9.89	eV
energy relative to the best compared isomer or geometry (same formula, charge and spin)	12.43	kcal/mol



[4]
Molecular formula: C48H55AsN5O2PdS3
Method: DFT, ωB97M-V/def2-TZVPD

The geometry in XYZ format:
```
115
Properties=species:S:1:pos:R:3:lowdin_charge:R:1
Pd -0.6241 -0.0651 0.5053 0.572
C 1.4894 1.5820 -1.4063 -0.080
C 1.4580 2.7435 -0.4137 -0.383
C 2.6860 3.6381 -0.5587 -0.079
C 0.1386 3.4737 -0.5844 -0.129
C 0.0493 4.5093 -1.5084 -0.048
C -1.1567 5.1365 -1.7637 -0.084
C -2.2920 4.7033 -1.1048 -0.046
C -2.2521 3.6618 -0.1842 -0.130
C -3.5681 3.2240 0.4330 -0.380
C -4.6048 2.8840 -0.6428 -0.085
C -4.1244 4.2961 1.3731 -0.064
C -1.0143 3.0522 0.1002 -0.162
N -0.9397 1.9644 1.0159 -0.024
C -1.3003 2.2213 2.2974 -0.501
O -1.4222 3.3298 2.8192 0.028
C -1.5260 0.9922 3.1802 -0.200
C -1.7352 0.9799 4.5549 0.003
C -1.8076 -0.2650 5.1759 -0.050
C -1.6360 -1.4530 4.4672 0.004
C -1.4322 -1.3507 3.0958 -0.204
N -1.4509 -0.1573 2.5536 0.048
C -1.1212 -2.4964 2.1264 -0.506
O -1.1299 -3.6437 2.5734 0.023
N -0.8477 -2.1252 0.8519 -0.030
C -0.9937 -3.0962 -0.1752 -0.174
C 0.0454 -3.3128 -1.0962 -0.139
C -0.1357 -4.2140 -2.1410 -0.047
C -1.3134 -4.9235 -2.2772 -0.089
C -2.3378 -4.6974 -1.3744 -0.064
C -2.2183 -3.7732 -0.3431 -0.146
C -3.4309 -3.5429 0.5400 -0.373
C -3.6783 -4.7519 1.4456 -0.064
C -4.6874 -3.2220 -0.2760 -0.076
C 1.3893 -2.6326 -0.9405 -0.387
C 1.9096 -2.0301 -2.2445 -0.057
C 2.3992 -3.6078 -0.3326 -0.060
H 2.3589 0.9374 -1.2737 0.054
H 1.5029 1.9623 -2.4306 0.077
H 0.5822 0.9888 -1.2752 0.018
H 1.4612 2.3354 0.6017 0.069
H 2.8335 3.9530 -1.5935 0.070
H 3.5890 3.0943 -0.2660 0.061
H 2.6090 4.5334 0.0623 0.085
H 0.9382 4.8297 -2.0367 0.099
H -1.2131 5.9475 -2.4800 0.095
H -3.2434 5.1775 -1.3175 0.104
H -3.3909 2.3132 1.0051 0.111
H -4.9557 3.7843 -1.1540 0.068
H -5.4745 2.4072 -0.1839 0.077
H -4.1927 2.1990 -1.3822 0.043
H -4.3266 5.2167 0.8179 0.073
H -3.4203 4.5185 2.1725 0.064
H -5.0685 3.9608 1.8111 0.076
H -1.8182 1.9041 5.1104 0.116
H -1.9752 -0.3104 6.2458 0.102
H -1.6401 -2.4172 4.9575 0.116
H 0.6679 -4.3740 -2.8506 0.108
H -1.4453 -5.6183 -3.0974 0.101
H -3.2753 -5.2272 -1.4963 0.107
H -3.2406 -2.6730 1.1696 0.113
H -3.9189 -5.6306 0.8406 0.075
H -4.5264 -4.5633 2.1095 0.076
H -2.7999 -4.9702 2.0512 0.061
H -5.0159 -4.0814 -0.8651 0.071
H -4.5157 -2.3805 -0.9484 0.030
H -5.5058 -2.9569 0.3985 0.078
H 1.2435 -1.8073 -0.2444 0.042
H 2.1532 -2.7993 -2.9815 0.073
H 2.8245 -1.4582 -2.0660 0.074
H 1.1716 -1.3547 -2.6816 0.053
H 2.5941 -4.4319 -1.0244 0.081
H 2.0137 -4.0406 0.5924 0.075
H 3.3525 -3.1135 -0.1202 0.069
S -1.7726 -2.6047 -6.0543 0.535
C -1.6735 -1.7596 -4.6269 -1.098
S -2.8534 -1.8440 -3.3512 0.994
C -1.9641 -0.6577 -2.4213 -1.037
N -0.8870 -0.2624 -3.0079 0.014
N -0.7186 -0.8957 -4.2207 -0.155
C 0.4236 -0.4848 -4.9642 -0.232
C 1.2247 -1.4173 -5.6051 -0.059
C 2.3555 -0.9855 -6.2816 -0.080
C 2.6861 0.3621 -6.3123 -0.099
C 1.8780 1.2845 -5.6627 -0.085
C 0.7425 0.8672 -4.9864 -0.020
S -2.5186 -0.1325 -0.8773 0.645
H 0.9531 -2.4636 -5.5782 0.084
H 2.9842 -1.7114 -6.7815 0.101
H 3.5740 0.6923 -6.8365 0.095
H 2.1291 2.3377 -5.6787 0.100
H 0.1176 1.5725 -4.4548 0.112
C 3.3463 -0.0230 0.9405 -0.249
As 1.5769 -0.1084 1.7688 1.204
C 1.8904 -1.7016 2.8475 -0.242
C 1.7441 1.2767 3.1769 -0.281
C 3.1501 1.4924 3.6294 -0.306
C 3.7085 0.7332 4.6561 -0.061
C 5.0348 0.9035 5.0274 -0.090
C 5.8270 1.8406 4.3797 -0.103
C 5.2784 2.6117 3.3635 -0.083
C 3.9536 2.4392 2.9938 -0.055
H 4.1183 -0.2121 1.6866 0.037
H 3.5112 0.9534 0.4925 0.006
H 3.3893 -0.7861 0.1641 0.009
H 2.8793 -1.6438 3.3027 0.027
H 1.8266 -2.5826 2.2143 0.014
H 1.1355 -1.7809 3.6269 0.026
H 1.1110 0.9270 3.9946 0.075
H 1.3048 2.1964 2.7906 0.069
H 3.0920 0.0079 5.1752 0.110
H 5.4486 0.3043 5.8291 0.099
H 6.8626 1.9718 4.6665 0.095
H 5.8836 3.3541 2.8582 0.101
H 3.5299 3.0432 2.1983 0.102
```

Output
LUMO level (spin up / spin down)	2.20 / 2.20	eV
HOMO (spin up / spin down)	-4.83 / -4.83	eV
charge	-1
frontier orbital gap (spin up / spin down)	7.02 / 7.02	eV
energy relative to the best compared isomer or geometry (same formula, charge and spin)	25.80	kcal/mol



[5]
Molecular formula: C5H16N2O
Method: DFT, ωB97M-V/def2-TZVPD

The geometry in XYZ format:
```
24
Properties=species:S:1:pos:R:3:nbo_charge:R:1
C 0.0861 -1.5766 -2.5643 -0.614
C -0.7873 -1.3560 -1.3142 -0.217
N -0.1410 -0.4946 -0.3115 -0.668
C -0.9526 -0.4628 0.9185 -0.213
C -0.2293 0.2861 2.0228 -0.416
C 0.2756 1.6742 1.5852 -0.231
N -0.6498 2.2793 0.6127 -0.858
H 0.5770 -0.6700 -2.8604 0.211
H -0.5149 -1.7910 -3.4455 0.207
H 0.8143 -2.3449 -2.3778 0.209
H -0.8175 -2.3245 -0.8189 0.183
H -1.7637 -1.0199 -1.6545 0.169
H -0.1781 0.4640 -0.6617 0.383
H -1.1677 -1.5063 1.1784 0.192
H -1.9019 -0.0030 0.6667 0.174
H 0.6406 -0.3043 2.3447 0.212
H -0.9285 0.3936 2.8632 0.201
H 1.2286 1.5833 1.0608 0.213
H 0.4157 2.3078 2.4621 0.174
H -0.2229 3.1111 0.2227 0.364
H -1.4971 2.5850 1.0673 0.352
O 2.6868 0.0344 -0.5464 -0.981
H 3.2476 -0.5596 -0.0399 0.460
H 1.7800 -0.3053 -0.4099 0.493
```

Output
LUMO level	1.01	eV
HOMO	-9.19	eV
structure (SMILES)	CCNCCCN.O
frontier orbital gap	10.20	eV
energy relative to the best compared isomer or geometry (same formula, charge and spin)	9.34	kcal/mol



[6]
Molecular formula: C20H36Cl12Mg2O8
Method: DFT, ωB97M-V/def2-TZVPD

The geometry in XYZ format:
```
78
Properties=species:S:1:pos:R:3:lowdin_charge:R:1
Mg 0.9946 3.6739 1.2375 0.930
Mg -2.0903 2.4660 0.1283 0.683
C 1.0531 -0.5350 0.1591 -0.022
C 0.4425 0.8184 0.3437 -0.595
O 1.1829 1.7694 0.7666 -0.065
O -0.7864 0.9857 0.1849 -0.063
H 0.9682 -1.1247 1.0718 0.069
H 2.1023 -0.3830 -0.0851 0.034
H 0.5729 -1.0557 -0.6659 0.043
C -1.8423 3.9513 4.0308 0.037
C -0.8377 3.7533 2.9452 -0.596
O -1.1578 3.3671 1.7825 -0.085
O 0.4235 3.8178 3.1054 -0.051
H -2.5692 3.1446 4.1089 0.086
H -2.4551 4.8325 3.8230 0.100
H -1.3735 4.1262 4.9965 0.090
C -5.6941 1.2388 -0.6534 0.006
C -4.3193 1.8171 -0.4139 -0.655
O -3.3504 1.6149 -1.2046 -0.157
O -4.0569 2.5724 0.5634 -0.044
H -6.4078 2.0247 -0.8945 0.091
H -5.9595 0.7759 0.2997 0.086
H -5.7451 0.5092 -1.4564 0.035
C -0.1586 5.2040 -2.5572 0.029
C -0.0479 4.3697 -1.2996 -0.590
O 0.8881 4.5702 -0.4579 -0.063
O -0.9845 3.6017 -0.9988 -0.020
H -0.6923 6.1332 -2.3625 0.094
H -0.6638 4.6393 -3.3351 0.088
H 0.8261 5.5172 -2.9074 0.085
Cl -1.4399 -2.7319 4.9314 0.563
C -0.3777 -1.5278 4.1493 -0.684
C -0.8911 -0.1286 4.2125 -0.580
Cl -2.2413 0.0519 3.0213 0.618
H -0.1918 -1.8872 3.1421 0.009
H 0.5676 -1.5968 4.6922 0.074
H -0.1683 0.6026 3.8493 0.070
H -1.2369 0.2284 5.1782 0.077
Cl 7.3968 -0.2834 -0.8903 0.547
C 5.8186 0.5049 -1.1101 -0.690
C 5.1132 0.6682 0.2113 -0.685
Cl 5.8343 1.9842 1.1749 0.541
H 5.1773 -0.0915 -1.7621 0.010
H 5.8955 1.4482 -1.6496 0.076
H 5.1535 -0.2551 0.7782 0.033
H 4.0910 1.0030 0.0308 0.052
Cl -3.8067 -0.1794 -3.1124 0.629
C -2.0426 -0.0141 -2.8039 -0.613
C -1.3162 -1.2551 -3.2438 -0.681
Cl -1.3256 -1.4705 -5.0172 0.545
H -1.9663 0.1167 -1.7276 0.020
H -1.6373 0.8425 -3.3355 0.086
H -1.7402 -2.1776 -2.8481 0.042
H -0.2725 -1.2614 -2.9232 0.036
Cl 2.3462 -1.7455 -5.8004 0.531
C 2.1959 -2.9745 -4.5028 -0.643
C 3.1881 -2.7136 -3.4125 -0.630
Cl 2.8214 -1.1710 -2.5950 0.624
H 2.2636 -3.9370 -5.0028 0.077
H 1.1750 -2.8902 -4.1312 0.035
H 4.2087 -2.6857 -3.7926 0.078
H 3.2075 -3.4813 -2.6396 0.050
Cl 1.5981 -3.9328 2.2884 0.606
C 3.2394 -3.5505 1.7434 -0.666
C 3.3791 -3.6136 0.2307 -0.657
Cl 4.9714 -2.9781 -0.2389 0.609
H 3.8775 -4.3186 2.1762 0.069
H 3.5194 -2.5729 2.1259 0.064
H 2.5969 -3.0108 -0.2305 0.036
H 3.2937 -4.6449 -0.1020 0.077
Cl -2.0168 -2.2426 0.1106 0.637
C -3.7383 -2.1274 0.4469 -0.651
C -4.0596 -2.8226 1.7583 -0.664
Cl -4.0306 -4.6010 1.5598 0.536
H -4.2898 -2.5619 -0.3833 0.072
H -4.0094 -1.0727 0.5072 0.057
H -5.0436 -2.5502 2.1383 0.076
H -3.3488 -2.5867 2.5431 0.001
```

Output
LUMO level	-0.27	eV
HOMO	-9.35	eV
frontier orbital gap	9.08	eV
energy relative to the best compared isomer or geometry (same formula, charge and spin)	0.00	kcal/mol



The highest energy relative to the best compared isomer or geometry (same formula, charge and spin) belongs to which entry? C2H4N3OP